Formula: C39H35BBr2CdN9O3S3
Source: OMol25
Level of theory: wB97M-V/def2-TZVPD

ORCA input file:
```
! wB97M-V def2-TZVPD RIJCOSX def2/J DEFGRID3
* xyz -1 1
Cd -0.396 0.043 0.195
Br 0.163 -1.830 7.171
Br 2.616 -6.587 1.558
S -2.531 1.220 -2.817
S -1.719 2.129 1.013
S 2.509 0.483 0.365
O -2.242 -1.319 1.141
O 7.377 3.710 -3.160
O 5.680 5.057 -3.556
N 1.226 -2.240 0.791
N 0.019 0.508 -2.132
N 0.164 4.106 0.607
N -1.578 4.277 -0.682
N -3.717 2.921 -0.998
N -1.010 -1.732 -1.086
N -1.463 -2.835 -0.430
N -4.180 0.818 -0.679
N 0.085 -0.703 2.667
C -0.519 0.062 3.575
C -4.050 -0.624 -0.699
C -2.616 -3.314 3.009
C 0.765 1.811 -3.981
C -1.814 -5.903 2.414
C 1.210 -2.737 2.013
C 0.591 0.727 -4.817
C 6.066 4.051 -3.023
C 0.744 -2.176 4.416
C 5.220 3.146 -2.206
C 3.499 1.508 -0.631
C 2.090 -4.798 1.244
C -4.876 1.538 0.283
C -1.026 3.534 0.271
C 4.763 1.058 -1.065
C -0.999 -3.008 -3.153
C 3.138 2.813 -1.024
C -1.727 -4.911 1.448
C 1.039 3.693 1.695
C 2.162 -4.273 -0.033
C -0.736 -1.786 -2.331
C -4.591 2.834 0.074
C -1.956 -2.481 0.761
C 3.970 3.602 -1.796
C 5.596 1.855 -1.824
C 0.355 5.228 -0.178
C -2.299 -5.602 3.683
C -3.469 1.669 -1.478
C 0.099 -0.462 -4.295
C 1.707 -2.977 -0.201
C -0.171 -0.546 -2.938
C -0.729 5.321 -0.977
C -2.126 -3.609 1.742
C -2.703 -4.306 3.978
C -0.556 -0.236 4.928
C 0.670 -1.828 3.074
C 1.620 -4.038 2.293
C 0.115 -1.367 5.338
C 0.439 1.654 -2.643
B -3.005 4.213 -1.409
H -2.798 4.268 -2.595
H 2.034 4.094 1.512
H -1.081 0.403 5.623
H 7.558 2.927 -2.626
H -3.648 5.162 -0.990
H -3.742 -0.921 -1.698
H -3.081 -4.068 4.966
H 1.247 5.828 -0.111
H 1.726 -2.507 -1.179
H -1.495 -6.912 2.182
H -0.994 0.961 3.200
H -1.990 -2.950 -3.612
H -0.990 -3.875 -2.496
H -4.919 3.713 0.600
H -5.503 1.059 1.015
H 2.183 3.205 -0.701
H 3.672 4.602 -2.088
H -1.340 -5.124 0.460
H -2.913 -2.293 3.217
H 1.126 2.763 -4.345
H 1.555 -4.463 3.283
H 0.656 4.071 2.645
H 0.498 2.490 -1.957
H 1.281 -3.052 4.744
H 1.113 2.614 1.734
H 0.816 0.804 -5.873
H -5.011 -1.077 -0.455
H 2.536 -4.851 -0.866
H 5.069 0.057 -0.788
H 6.543 1.429 -2.144
H -0.985 6.048 -1.729
H -0.094 -1.302 -4.946
H -3.294 -0.951 0.018
H -2.365 -6.378 4.437
H -0.258 -3.136 -3.943
*
```

Summary:
**LUMO**: 0.061 Ha
**Orbital gap**: 0.2117 Eh

Atom charges from the Löwdin analysis, given in e for atoms 1 to 5: Cd 1.2594; Br 0.7435; Br 0.7387; S 0.7076; S 0.6637

***

Formula: C5H6N2O5Pd
Source: OMol25
Level of theory: wB97M-V/def2-TZVPD

ORCA input file:
```
! wB97M-V def2-TZVPD RIJCOSX def2/J DEFGRID3
* xyz 2 3
Pd -0.017 -0.019 -2.019
O -2.816 -1.311 -1.525
O 0.136 -0.097 1.093
O 0.075 2.409 0.088
O -0.039 2.157 -4.280
O 2.731 -1.428 -1.673
N -0.993 0.566 2.985
N 1.066 -0.502 3.109
C 0.071 0.022 2.350
C -0.026 1.371 -3.439
C 0.033 1.335 -0.367
C -1.903 -0.667 -1.795
C 1.851 -0.715 -1.835
H 1.801 -1.009 2.634
H -1.072 0.494 3.992
H 1.053 -0.458 4.119
H -0.074 -1.180 -3.291
H -0.067 -1.732 -2.580
H -1.810 0.764 2.434
*
```

Summary:
**LUMO (alpha / beta)**: -0.314 / -0.467 Ha
**Orbital gap (alpha / beta)**: 0.3209 / 0.1665 Eh

Atom charges from the natural (NBO) analysis, given in e for atoms 1 to 5: Pd 0.7056; O -0.2740; O -0.7046; O -0.3688; O -0.2569

***

Formula: C24H31AsN5O6PS4Tc
Source: OMol25
Level of theory: wB97M-V/def2-TZVPD

ORCA input file:
```
! wB97M-V def2-TZVPD RIJCOSX def2/J DEFGRID3
* xyz 3 1
Tc 0.329 -0.080 -0.153
As 4.089 5.020 1.225
S 0.998 3.368 0.318
S 4.721 3.320 0.276
S 1.853 4.706 1.604
S 1.892 1.569 0.464
P 3.446 -1.652 -0.494
O -2.822 0.327 0.558
O 4.207 -0.925 -1.553
O -6.316 6.211 -0.224
O -0.981 1.408 -0.006
O -4.650 7.004 -1.342
O 1.943 -1.658 -0.542
N 0.284 -0.332 -2.210
N -5.212 6.162 -0.692
N -1.272 -1.591 -0.434
N 4.460 -3.554 -2.068
N 4.933 0.162 0.751
C -2.637 -2.861 -3.686
C -0.436 -0.122 5.044
C -1.507 -1.830 -1.827
C -0.852 -1.296 -4.129
C -0.679 -1.133 -2.726
C 4.077 -0.976 1.133
C 0.002 -0.553 -4.970
C 0.963 0.258 -4.413
C -2.466 -2.690 -2.305
C -0.514 -1.385 4.179
C 0.243 -0.787 1.703
C -0.018 -1.115 2.852
C -3.145 4.846 -0.928
C -1.979 -1.818 3.993
C -2.428 3.685 -0.722
C -1.854 -2.180 -4.582
C -4.325 2.719 0.432
C -5.047 3.881 0.230
C 0.297 -2.518 4.837
C -4.447 4.929 -0.451
C 1.084 0.325 -3.021
C 4.077 -3.420 -0.647
C -2.272 1.355 0.190
C -3.013 2.620 -0.035
H 4.817 -2.611 -2.353
H 5.082 0.058 -0.287
H -3.399 -3.538 -4.041
H 0.323 -3.402 4.204
H -4.765 1.882 0.951
H 3.642 -3.734 -2.665
H 1.859 0.927 -2.564
H -6.062 3.983 0.582
H 4.635 -1.727 1.689
H 3.218 -0.662 1.728
H -3.091 -3.235 -1.613
H -0.110 -0.632 -6.041
H 4.961 -3.548 -0.021
H -2.715 5.681 -1.457
H -1.158 -2.478 0.059
H -0.183 -2.780 5.777
H -2.449 -1.948 4.964
H 5.158 -4.290 -2.248
H -1.421 3.592 -1.105
H 1.315 -2.199 5.045
H 5.825 0.193 1.253
H 3.326 -4.151 -0.361
H 4.463 1.080 0.860
H -1.991 -2.303 -5.644
H -2.106 -1.129 0.002
H -2.035 -2.758 3.452
H -2.532 -1.062 3.440
H -0.849 -0.336 6.026
H -1.012 0.683 4.595
H 1.637 0.836 -5.025
H 0.592 0.208 5.167
*
```

Summary:
**LUMO (alpha / beta)**: -0.408 / -0.408 Ha
**Orbital gap (alpha / beta)**: 0.1766 / 0.1765 Eh

Atom charges from the Löwdin analysis, given in e for atoms 1 to 5: Tc 1.2929; As 0.5304; S 0.1294; S 0.0039; S 0.0504

***

Formula: C4H33O14
Source: OMol25
Level of theory: wB97M-V/def2-TZVPD

ORCA input file:
```
! wB97M-V def2-TZVPD RIJCOSX def2/J DEFGRID3
* xyz -1 1
O -1.581 2.956 -1.222
O 3.346 2.470 -2.850
O 0.780 1.632 3.921
O 2.877 -1.634 -0.343
O 0.526 0.423 -4.369
O 1.478 1.515 -1.503
O -0.669 -0.363 5.066
O 1.491 2.061 1.027
O -0.898 0.650 1.605
O 2.013 -0.615 -2.580
O 2.502 -3.234 2.958
O -3.844 -1.351 2.418
O -2.083 0.585 -3.870
O 1.094 -3.026 -2.027
C -4.235 -0.797 1.176
C -2.983 -0.117 0.463
C -1.817 -1.092 0.352
C -0.497 -0.556 1.116
H -2.144 -0.340 -3.856
H -2.024 2.472 -2.049
H 0.491 2.387 3.705
H -2.571 0.688 1.081
H 2.759 -0.961 0.231
H -0.691 3.114 -1.473
H 1.514 1.383 3.387
H -0.365 -1.398 2.013
H 0.520 1.357 -1.837
H 1.721 0.551 -1.894
H 1.206 0.153 -3.609
H 3.655 1.978 -2.007
H 1.408 -2.111 -2.344
H 1.570 -3.047 3.066
H -1.161 0.621 -3.898
H -0.096 1.247 1.524
H 2.361 2.477 -2.818
H 2.790 -0.726 -3.194
H 1.331 2.250 0.129
H -1.606 -1.240 -0.709
H -5.125 -0.178 1.302
H 1.140 0.510 -5.067
H 0.354 -0.661 0.495
H 0.138 -0.014 4.747
H 1.410 1.148 1.101
H 2.465 -1.272 -1.236
H -3.542 0.231 -0.505
H -4.664 -1.566 0.454
H -1.889 -2.031 0.869
H 1.886 -3.318 -1.658
H -3.098 -0.981 3.044
H 2.617 -3.583 2.129
H -1.412 -0.335 4.380
*
```

Summary:
**LUMO**: 0.096 Ha
**Orbital gap**: 0.3682 Eh

Atom charges from the natural (NBO) analysis, given in e for atoms 1 to 5: O -0.9564; O -0.9869; O -0.9267; O -1.0076; O -1.0335

***

Formula: C29H18Br5GaN2O5S2
Source: OMol25
Level of theory: wB97M-V/def2-TZVPD

ORCA input file:
```
! wB97M-V def2-TZVPD RIJCOSX def2/J DEFGRID3
* xyz -2 1
Br -4.152 2.809 -4.922
Br -1.798 7.327 -2.393
Br -3.823 6.080 -4.658
Br -0.064 5.263 -0.453
Br 2.151 2.106 2.656
Ga -1.220 0.503 -1.633
S -1.993 -1.729 -2.004
S -2.297 -3.350 0.486
O -2.406 1.379 -2.913
O -2.447 0.534 -0.077
O 0.376 0.644 -2.854
O -4.023 0.937 1.430
O -0.726 2.405 -1.089
N 0.203 -0.601 -0.506
N -0.380 -1.630 0.146
C 3.778 2.415 -1.366
C 0.005 1.252 4.291
C -2.282 2.670 -2.826
C -2.173 0.623 3.503
C 2.208 -5.245 2.176
C -2.978 3.548 -3.635
C 0.364 1.517 2.980
C 1.462 -0.343 -0.374
C -1.419 -2.107 -0.438
C 0.981 -5.549 2.744
C -2.856 0.792 1.100
C -1.382 3.214 -1.852
C 3.139 2.918 -2.498
C -1.279 0.801 4.543
C -2.837 4.932 -3.526
C -1.800 0.917 2.195
C -0.127 -5.010 0.671
C -1.387 -4.846 -0.103
C -1.259 4.590 -1.761
C -0.516 1.375 1.928
C 2.325 -1.200 0.513
C 1.420 1.204 -2.328
C 2.040 0.742 -1.126
C 3.231 1.344 -0.701
C 2.009 2.311 -2.978
C -0.175 -5.433 1.997
C 1.106 -4.690 0.116
C -1.978 5.454 -2.585
C 2.266 -4.812 0.863
H -1.580 0.599 5.563
H 3.704 0.998 0.205
H 3.114 -5.331 2.760
H -0.226 1.628 0.919
H 3.281 -1.412 0.037
H -1.136 -5.646 2.442
H 1.154 -4.331 -0.902
H 2.509 -0.676 1.450
H -3.176 0.263 3.682
H 1.491 2.703 -3.844
H 3.218 -4.553 0.421
H -2.081 -5.668 0.071
H -1.215 -4.713 -1.169
H 1.805 -2.131 0.732
H 0.929 -5.866 3.776
H 4.673 2.888 -0.991
H 0.716 1.391 5.094
H 3.530 3.798 -2.989
*
```

Summary:
**LUMO**: 0.148 Ha
**Orbital gap**: 0.2216 Eh

Atom charges from the natural (NBO) analysis, given in e for atoms 1 to 5: Br 0.0290; Br 0.0294; Br 0.0278; Br 0.0348; Br 0.0073

***

Formula: C7H8
Source: OMol25
Level of theory: wB97M-V/def2-TZVPD

ORCA input file:
```
! wB97M-V def2-TZVPD RIJCOSX def2/J DEFGRID3
* xyz 0 1
C 2.154 0.519 0.062
C -1.321 -0.370 0.227
C -2.787 -0.309 -0.043
C -0.494 0.667 -0.045
C 4.466 -0.583 -0.031
C 0.930 1.054 0.105
C 3.255 -0.084 0.011
H 4.625 -1.640 -0.166
H 0.976 2.142 0.204
H -3.260 0.452 0.578
H -0.936 -1.284 0.660
H 5.343 0.037 0.055
H -1.032 1.532 -0.437
H -3.257 -1.267 0.166
H -2.979 -0.046 -1.084
*
```

Summary:
**LUMO**: -0.001 Ha
**Orbital gap**: 0.3013 Eh
**SMILES string**: C=C=C=C/C=C/C

Atom charges from the natural (NBO) analysis, given in e for atoms 1 to 5: C -0.0247; C -0.1335; C -0.6541; C -0.2321; C -0.4307

***

Formula: C42H103N3O18
Source: OMol25
Level of theory: wB97M-V/def2-TZVPD

ORCA input file:
```
! wB97M-V def2-TZVPD RIJCOSX def2/J DEFGRID3
* xyz 0 1
O 2.677 6.356 -7.874
O 2.347 3.480 -6.846
O 9.537 1.093 5.127
O -9.545 -6.547 2.051
O -5.512 3.622 -10.555
O 6.615 1.467 4.504
O -5.561 -6.064 -1.890
O 11.354 1.846 2.578
O 8.592 -6.434 4.146
O -1.023 7.085 5.437
O -1.428 -0.296 0.968
O -6.033 -3.250 11.633
O -8.295 -6.265 -0.823
O -6.391 4.190 -7.698
O -9.206 4.846 -6.750
O 6.825 -8.578 1.766
O 3.844 6.173 -10.875
O 6.382 -9.158 -1.347
N -0.552 10.553 4.707
N 1.494 -1.776 -0.895
N -6.156 -1.170 8.571
C -6.530 -2.155 10.771
C 11.422 2.343 3.969
C 3.268 7.282 -10.123
C 5.306 1.310 5.116
C 0.137 -1.803 -0.392
C -9.294 -5.472 -0.115
C -0.833 9.522 6.930
C -4.679 3.915 -9.503
C 8.816 0.506 4.087
C -10.257 -7.312 3.069
C -6.020 -6.991 -0.909
C -2.081 6.100 5.322
C 2.672 2.319 -7.644
C 3.585 5.284 -7.903
C -4.586 -6.578 -2.818
C 7.012 -7.719 0.563
C 7.389 0.236 4.473
C -2.605 -0.527 0.187
C 7.424 -8.540 -0.664
C -5.275 3.331 -8.119
C -5.685 -2.193 9.457
C -0.283 -0.340 0.131
C -4.943 3.950 -11.863
C 10.980 1.273 4.996
C 6.913 -7.786 2.952
C -10.222 -6.353 0.755
C 0.016 -2.843 0.728
C 3.426 4.415 -6.592
C -6.565 -3.307 12.968
C 9.931 -6.045 4.398
C 3.444 6.067 -12.215
C 11.427 2.871 1.597
C 8.357 -7.614 3.364
C -9.006 5.248 -8.077
C 5.653 -10.043 -0.528
C -7.006 3.766 -6.487
C -8.057 4.774 -5.936
C -1.165 8.254 4.738
C -4.167 -2.027 9.513
C -7.166 -6.500 -0.041
C 2.234 6.878 -9.109
C -0.352 9.337 5.432
H 9.296 -0.465 3.971
H 5.247 -9.695 0.422
H -4.407 3.480 -7.477
H -4.339 4.856 -11.818
H -6.455 -2.333 13.444
H -2.265 5.896 4.268
H 11.436 0.288 4.904
H 4.813 2.280 5.187
H -7.633 -3.521 12.932
H 2.756 2.493 -8.717
H -5.028 -7.202 -3.594
H -2.692 0.160 -0.655
H 1.511 7.675 -8.938
H 1.382 -1.004 -1.537
H 10.407 -5.833 3.440
H 4.096 7.753 -9.592
H -1.935 5.142 5.821
H -8.934 4.448 -8.814
H 6.500 -6.780 2.875
H -3.837 -1.071 9.918
H 2.018 1.473 -7.435
H 4.609 5.625 -8.055
H 1.625 -2.623 -1.429
H 11.192 1.524 6.036
H 4.400 3.973 -6.382
H -11.233 -6.026 0.997
H -7.572 -2.347 10.512
H -0.438 0.274 -0.757
H 3.155 4.976 -5.698
H 10.470 -6.882 4.841
H 12.407 3.344 1.528
H 3.152 7.041 -12.608
H -4.124 3.318 -12.206
H 8.618 -8.487 3.962
H -6.131 -0.224 8.924
H -2.172 8.615 4.527
H -8.141 5.891 -8.242
H 4.735 0.637 4.477
H 0.564 0.155 0.605
H 4.260 5.659 -12.811
H -9.791 -7.080 4.027
H 8.208 -9.199 -0.291
H -0.962 -2.845 1.208
H -2.814 -1.558 -0.099
H 6.181 -7.080 0.264
H -3.705 3.498 -9.757
H -0.568 -2.185 -1.130
H 6.275 -10.917 -0.335
H -3.745 -2.798 10.158
H 10.646 3.594 1.835
H 1.655 6.227 -9.764
H -6.420 -1.155 11.189
H -10.346 -7.350 0.331
H 2.815 8.046 -10.755
H -6.089 -4.134 13.496
H -7.627 5.774 -5.965
H -5.721 4.104 -12.612
H 4.816 -10.536 -1.021
H 7.926 -7.130 0.634
H 7.913 -7.798 -1.295
H -9.785 5.888 -8.492
H -5.220 -7.416 -0.302
H 0.700 9.060 5.361
H 10.843 3.262 4.057
H -4.044 -5.735 -3.248
H 8.778 1.060 3.149
H -8.424 4.571 -4.929
H -3.785 -7.137 -2.334
H 11.276 2.528 0.574
H -0.810 8.628 7.552
H 7.306 -0.071 5.516
H -0.135 11.391 5.086
H 6.926 -0.543 3.867
H -5.431 -1.097 7.872
H -3.478 -0.319 0.807
H 6.448 -8.397 3.726
H 9.984 -5.174 5.051
H -7.505 2.808 -6.631
H -5.539 2.280 -8.234
H 12.431 2.577 4.311
H -0.041 10.416 3.847
H 5.367 0.971 6.150
H -3.559 -2.139 8.615
H -6.910 -5.580 0.486
H 3.255 4.576 -8.664
H 0.726 -2.797 1.554
H -5.992 -3.159 9.057
H 0.143 -3.758 0.149
H -3.043 6.492 5.654
H -8.884 -4.651 0.473
H -10.068 -4.991 -0.713
H 9.008 -7.542 2.493
H 3.599 1.922 -7.230
H 2.476 5.568 -12.179
H -11.280 -6.940 3.128
H -6.239 3.665 -5.719
H -7.441 -7.181 0.764
H -1.882 9.813 6.992
H -6.463 -7.795 -1.497
H -4.631 4.985 -9.301
H -0.298 10.392 7.313
H -0.757 7.948 3.774
H -10.180 -8.348 2.740
*
```

Summary:
**LUMO**: 0.021 Ha
**Orbital gap**: 0.3585 Eh
**SMILES string**: COC[C@H](C)N.COC[C@H](C)N.COC[C@H](C)N.COCCOCCOC.COCCOCCOC.COCCOCCOC.COCCOCCOC.COCCOCCOC

Atom charges from the Löwdin analysis, given in e for atoms 1 to 5: O -0.1138; O -0.2032; O -0.1498; O -0.2507; O -0.1828

***

Across the entries above, total energy takes the values -238402.3024, -21957.9077, -160767.2989, -33346.7132, -467847.9944, -7384.9191, -86533.1649 eV, respectively.